[1]
Molecular formula: C4H11OS
Method: DFT, ωB97M-V with the def2-TZVPD basis set

```
17
C4H11OS | OMol25 | ωB97M-V with the def2-TZVPD basis set
C 1.5495 -1.9085 0.4740
C 0.1561 -1.8593 -0.2048
S 0.1762 -0.5346 -1.4845
H 1.5751 -1.0306 1.1355
H 2.3981 -2.0646 -0.1773
H 1.5055 -2.7177 1.2451
H -0.0222 -2.7695 -0.7578
H -0.6663 -1.5735 0.4436
H 0.7288 1.1482 0.2673
C -0.8090 1.4869 1.2742
O 0.5983 1.7421 1.0441
C -1.7604 1.6275 0.0936
H -1.0327 2.1481 2.0903
H -0.8649 0.4698 1.6904
H -2.3575 0.7245 -0.0542
H -1.0003 1.6635 -0.7485
H -2.3201 2.5837 -0.0276
```

Output
E_tot	-17209.279	eV
spin multiplicity	1
charge	-1
max |F|	3.09	eV Å⁻¹
HOMO	-0.093	Ha

[2]
Molecular formula: C26H22AuCl2NO4Sb
Method: DFT, ωB97M-V with the def2-TZVPD basis set

```
57
C26H22AuCl2NO4Sb | OMol25 | ωB97M-V with the def2-TZVPD basis set
Au -0.0329 -0.2323 -2.1946
O -3.2100 2.5663 -3.4996
C -2.2892 1.8015 -2.9633
O -2.3080 0.5937 -2.9123
C -1.1560 2.6157 -2.3645
C -1.2007 4.0061 -2.3299
C -0.1442 4.7008 -1.7684
C 0.9276 3.9765 -1.2544
C 0.8921 2.5945 -1.3307
N -0.1298 1.9190 -1.8692
C 1.9822 1.7725 -0.7298
O 3.2084 2.1951 -0.7403
O 1.7783 0.6976 -0.1420
H -3.9204 2.0284 -3.8903
H -2.0552 4.5212 -2.7447
H -0.1500 5.7822 -1.7267
H 1.7549 4.4903 -0.7808
H 3.3639 2.9807 -1.2880
Cl -0.8976 -4.5731 -3.7941
C 0.0227 -3.1596 -4.1349
Cl 0.7022 -2.4539 -2.5337
H -0.5822 -2.3731 -4.5668
H 0.9199 -3.3767 -4.7017
C 1.1166 1.8180 5.0830
C 2.2005 1.5927 4.2368
C 2.0072 0.9770 3.0155
C 0.7143 0.5847 2.6419
C -0.3755 0.8112 3.4908
C -0.1628 1.4203 4.7167
Sb 0.4325 -0.5004 0.9149
C 1.5528 -2.2196 0.7412
C 2.9010 -2.1944 0.3937
C 3.6016 -3.3900 0.4072
C 2.9614 -4.5746 0.7547
C 1.6145 -4.5821 1.0955
C 0.8873 -3.4012 1.0792
C -1.5690 -0.5901 0.3797
C -2.0770 -1.7442 -0.2285
C -3.4332 -1.8108 -0.5032
C -4.2545 -0.7283 -0.2115
C -3.7359 0.4313 0.3561
C -2.3855 0.5148 0.6499
H 1.2743 2.2968 6.0404
H 3.1947 1.8888 4.5430
H 2.8593 0.7750 2.3776
H -1.3738 0.4806 3.2283
H -0.9933 1.5816 5.3908
H 3.4064 -1.2728 0.1307
H 4.6525 -3.3973 0.1519
H 3.5192 -5.5014 0.7639
H 1.1284 -5.5067 1.3756
H -0.1583 -3.4153 1.3666
H -1.4379 -2.5877 -0.4604
H -3.8519 -2.7082 -0.9389
H -5.3138 -0.7915 -0.4254
H -4.3911 1.2613 0.5873
H -1.9872 1.4089 1.1157
```

Output
E_tot	-72246.248	eV
spin multiplicity	1
charge	+3
max |F|	1.00	eV Å⁻¹
HOMO	-0.645	Ha